A 7-piece molecular cluster, C25H35N5O3 overall at a distorted geometry, computed with ωB97M-V/def2-TZVPD.

```
68
Properties=species:S:1:pos:R:3:lowdin_charge:R:1
O 4.454 -1.865 -1.475 0.061
C 4.226 -0.880 -0.777 -0.489
O 3.149 -0.894 -0.014 -0.003
C 3.026 0.319 0.724 -0.181
C 4.344 1.029 0.570 -0.272
C 4.946 0.462 -0.717 -0.118
H 2.887 0.035 1.767 0.101
H 2.131 0.889 0.475 0.100
H 5.101 0.740 1.300 0.067
H 4.284 2.117 0.617 0.073
H 6.019 0.326 -0.585 0.107
H 4.751 1.037 -1.622 0.108
C -0.756 0.311 0.143 -0.147
O -1.967 0.963 0.089 -0.151
H -0.258 0.714 -0.739 0.062
H -0.183 0.569 1.034 0.073
H -0.783 -0.778 0.110 0.081
H -1.896 1.875 0.379 0.030
N 3.230 2.478 4.098 0.013
C 2.239 1.514 4.138 -0.195
C 1.039 2.059 3.656 -0.141
C 1.317 3.367 3.206 -0.140
C 2.674 3.605 3.480 -0.211
H 4.204 2.288 4.286 0.067
H 2.501 0.543 4.532 0.078
H 0.080 1.564 3.620 0.077
H 0.621 4.015 2.694 0.063
H 3.236 4.515 3.330 0.064
N -4.010 3.476 1.030 0.037
C -2.740 3.654 1.644 -0.113
C -1.858 3.931 0.647 -0.150
C -2.586 3.895 -0.575 -0.147
C -3.809 3.467 -0.329 -0.171
H -4.914 3.389 1.472 0.140
H -2.507 3.635 2.698 0.108
H -0.790 4.062 0.741 0.083
H -2.099 4.020 -1.531 0.095
H -4.615 3.244 -1.012 0.114
N -0.114 -0.340 -3.377 -0.003
C 1.173 -0.519 -2.884 -0.140
C 1.607 -1.806 -3.249 -0.086
C 0.597 -2.220 -4.119 -0.149
C -0.420 -1.292 -4.238 -0.164
H -0.630 0.527 -3.339 0.138
H 1.650 0.274 -2.327 0.084
H 2.568 -2.236 -3.009 0.087
H 0.596 -3.147 -4.672 0.087
H -1.316 -1.300 -4.841 0.109
N 0.920 -3.177 -0.145 0.040
C 1.449 -3.803 0.944 -0.140
C 0.999 -5.100 0.948 -0.150
C 0.068 -5.278 -0.065 -0.104
C 0.173 -4.087 -0.777 -0.175
H 1.168 -2.264 -0.501 0.111
H 2.185 -3.282 1.539 0.101
H 1.214 -5.783 1.756 0.085
H -0.518 -6.163 -0.268 0.087
H -0.334 -3.852 -1.701 0.098
N -3.957 -0.712 -0.693 0.012
C -3.724 -2.085 -0.841 -0.081
C -5.027 -2.630 -1.023 -0.140
C -5.980 -1.614 -1.009 -0.127
C -5.247 -0.422 -0.829 -0.169
H -3.199 -0.061 -0.548 0.081
H -2.753 -2.547 -0.742 0.087
H -5.185 -3.689 -1.163 0.078
H -7.029 -1.661 -1.259 0.078
H -5.624 0.578 -0.672 0.093
```

Calculated values
* <S²>: 0.750
* charge: -1
* energy: -1472.99707 a.u.
* 2S+1: 2
* Kohn-Sham gap (spin up / spin down): 1.9 / 7.9 eV

C41H54GdGeN15S3 as an isolated structure at a distorted geometry, computed with ωB97M-V/def2-TZVPD.

```
115
Properties=species:S:1:pos:R:3:lowdin_charge:R:1
Gd -0.907 -0.735 0.270 1.135
C -5.188 -0.975 0.977 -0.048
N -3.426 -2.514 0.033 -0.120
C -3.058 -3.591 0.977 -0.059
C -2.285 -3.123 2.179 -0.307
N -1.651 -1.965 2.332 0.031
C -1.068 -1.998 3.623 -0.210
C -0.316 -1.049 4.290 -0.020
C 0.389 -1.495 5.408 -0.077
C 0.228 -2.777 5.925 -0.079
C -0.606 -3.713 5.327 -0.011
C -1.285 -3.286 4.196 -0.166
N -2.060 -3.971 3.230 0.157
C -4.404 0.277 1.034 -0.348
N -3.099 0.378 1.333 0.034
C -2.840 1.755 1.434 -0.263
C -1.644 2.397 1.812 -0.056
C -1.597 3.767 1.575 -0.089
C -2.707 4.481 1.128 -0.067
C -3.943 3.868 0.959 0.002
C -4.014 2.495 1.150 -0.163
N -5.002 1.500 0.993 0.173
H -5.065 -1.447 1.991 0.143
H -6.273 -0.722 0.845 0.140
H -2.603 -1.238 -1.392 -0.051
H -2.459 -4.391 0.469 0.134
H -4.036 -4.032 1.323 0.149
H -0.248 -0.022 3.936 0.105
H 1.106 -0.837 5.878 0.108
H 0.737 -3.033 6.828 0.105
H -0.725 -4.708 5.703 0.111
H -2.454 -4.920 3.370 0.186
H -0.811 1.879 2.341 0.106
H -0.649 4.267 1.740 0.096
H -2.635 5.534 0.955 0.107
H -4.768 4.452 0.594 0.115
H -5.991 1.700 0.861 0.177
S -3.031 0.626 -1.904 0.815
C -1.723 1.541 -2.475 -1.021
S -0.369 1.787 -1.436 0.572
C -1.806 2.217 -3.740 -0.276
C -0.841 3.176 -4.115 -0.173
N 0.003 3.964 -4.356 0.218
C -2.867 2.030 -4.637 -0.176
N -3.795 1.885 -5.364 0.235
C 2.111 -3.548 -3.733 -0.022
N 0.758 -3.876 -3.290 -0.119
C 0.144 -5.102 -3.425 -0.042
C -1.146 -4.996 -3.021 -0.041
N -1.368 -3.687 -2.626 -0.017
C -0.173 -2.961 -2.814 -0.696
S 0.106 -1.339 -2.594 0.653
C -2.573 -3.131 -2.168 -0.245
C -3.796 -3.348 -2.827 0.031
C -4.927 -2.520 -2.621 -0.066
C -5.194 -1.723 -1.532 -0.054
C -4.816 -2.058 -0.106 -0.266
N -2.541 -2.283 -1.069 -0.117
H 2.709 -4.464 -3.825 0.101
H 2.566 -2.893 -2.972 0.082
H 2.084 -2.988 -4.677 0.104
H 0.707 -5.957 -3.804 0.137
H -1.941 -5.732 -2.979 0.131
H -3.788 -4.047 -3.655 0.117
H -5.695 -2.569 -3.406 0.130
H -5.875 -0.890 -1.644 0.111
H -5.462 -2.933 0.192 0.156
C 3.849 0.381 2.384 -0.032
N 3.358 -0.980 2.398 -0.140
C 4.205 -2.012 2.967 -0.043
C 2.157 -1.307 1.828 -0.371
N 1.321 -0.475 1.225 0.015
N 1.859 -2.666 1.927 0.155
C 0.991 -3.411 1.168 -0.499
N 1.002 -4.714 1.507 0.180
N 0.248 -2.893 0.243 0.006
H 4.608 0.457 3.174 0.101
H 3.046 1.099 2.583 0.089
H 4.319 0.650 1.412 0.106
H 4.442 -2.826 2.251 0.110
H 3.768 -2.455 3.874 0.098
H 5.154 -1.577 3.288 0.100
H 1.698 0.473 1.271 0.010
H 2.401 -3.198 2.617 0.127
H 1.534 -5.048 2.292 0.113
H 0.426 -5.392 1.014 0.124
H -0.227 -3.635 -0.284 0.056
C 3.518 5.261 -3.709 -0.120
C 4.380 4.033 -4.056 -0.237
C 4.121 2.672 -3.287 -0.265
C 2.679 2.198 -3.191 -0.322
Ge 1.515 3.090 -1.842 0.773
C 2.455 2.722 -0.111 -0.356
C 3.298 3.887 0.390 -0.295
C 2.505 4.919 1.232 -0.288
C 3.364 6.018 1.836 -0.116
H 3.914 6.177 -4.153 0.076
H 3.421 5.438 -2.623 0.051
H 2.488 5.150 -4.119 0.052
H 5.448 4.275 -3.937 0.105
H 4.291 3.847 -5.131 0.104
H 4.571 2.758 -2.287 0.090
H 4.734 1.880 -3.758 0.113
H 2.640 1.141 -2.879 0.062
H 2.169 2.294 -4.163 0.065
H 0.921 4.497 -1.990 -0.010
H 3.060 1.815 -0.288 0.061
H 1.685 2.476 0.651 0.040
H 3.801 4.428 -0.451 0.100
H 4.195 3.552 0.975 0.120
H 2.017 4.382 2.079 0.105
H 1.662 5.322 0.638 0.102
H 4.135 5.591 2.516 0.083
H 2.803 6.759 2.437 0.083
H 3.947 6.557 1.077 0.078
```

Calculated values
* <S²>: 15.834
* charge: +2
* energy: -6452.64632 a.u.
* 2S+1: 8
* Kohn-Sham gap (spin up / spin down): 4.3 / 3.8 eV

C4H10N2OS as an isolated structure at a distorted geometry, computed with ωB97M-V/def2-TZVPD.

```
18
Properties=species:S:1:pos:R:3:lowdin_charge:R:1
C 2.251 -0.358 1.058 -0.201
C 1.879 0.014 -0.391 -0.657
C 0.466 -0.762 -0.998 -0.241
C -1.739 -0.037 -0.643 -0.272
H 1.339 0.004 1.639 0.070
H 3.077 0.057 1.604 0.046
H 2.649 -1.465 1.155 0.106
H 2.676 -0.151 -1.200 0.097
H 0.738 1.676 0.688 -0.157
H 0.797 -1.807 -0.448 0.131
H 0.354 -0.913 -2.233 0.159
H -1.700 0.256 -1.773 0.158
H -2.456 -0.430 1.056 0.161
H -4.787 1.194 0.642 0.275
N -0.623 -0.347 -0.133 -0.044
N -2.876 -0.007 0.144 -0.114
O -3.601 1.221 0.185 -0.183
S 1.557 1.857 -0.352 0.666
```

Calculated values
* ΔE to the lowest compared entry with this formula, charge and spin: 662.34 kJ/mol
* energy: -741.12573 a.u.
* Kohn-Sham gap: 8.6 eV

A 12-piece molecular cluster, C68H58F11N overall at a distorted geometry, computed with ωB97M-V/def2-TZVPD.

```
138
Properties=species:S:1:pos:R:3:lowdin_charge:R:1
F 0.125 -6.156 5.085 0.051
C 0.614 -7.071 5.942 -0.263
C 1.538 -6.611 6.904 -0.016
C 2.020 -7.544 7.800 -0.096
C 1.653 -8.883 7.726 -0.109
C 0.713 -9.351 6.820 -0.080
C 0.225 -8.423 5.877 -0.011
H 1.970 -5.624 6.830 0.114
H 2.756 -7.166 8.494 0.103
H 2.028 -9.571 8.469 0.097
H 0.509 -10.410 6.761 0.103
H -0.441 -8.857 5.146 0.106
F 5.894 -5.104 -2.773 0.055
C 6.579 -4.574 -3.817 -0.259
C 7.871 -4.165 -3.576 -0.047
C 8.631 -3.584 -4.507 -0.119
C 8.120 -3.369 -5.739 -0.087
C 6.775 -3.730 -6.051 -0.066
C 6.007 -4.251 -5.037 -0.031
H 8.359 -4.517 -2.680 0.124
H 9.660 -3.407 -4.231 0.115
H 8.747 -3.045 -6.557 0.100
H 6.416 -3.651 -7.066 0.103
H 4.974 -4.485 -5.252 0.114
F -3.944 -2.148 -6.608 0.044
C -5.074 -1.862 -7.314 -0.243
C -6.351 -2.398 -6.878 0.003
C -7.510 -1.931 -7.483 -0.092
C -7.377 -1.108 -8.583 -0.111
C -6.164 -0.602 -8.993 -0.096
C -5.026 -1.022 -8.388 -0.048
H -6.436 -2.959 -5.959 0.105
H -8.468 -2.294 -7.142 0.105
H -8.265 -0.648 -8.991 0.100
H -6.177 0.205 -9.711 0.110
H -4.039 -0.665 -8.643 0.121
F 2.805 9.293 7.205 0.056
C 2.913 8.378 6.213 -0.277
C 4.181 8.078 5.760 -0.024
C 4.419 7.096 4.774 -0.050
C 3.280 6.441 4.245 -0.090
C 2.034 6.757 4.721 -0.116
C 1.827 7.741 5.635 -0.033
H 4.982 8.607 6.256 0.113
H 5.447 6.927 4.486 0.099
H 3.344 5.623 3.543 0.097
H 1.127 6.235 4.453 0.108
H 0.837 7.995 5.983 0.118
F -4.032 0.567 9.201 0.030
C -2.942 0.702 8.379 -0.227
C -2.659 -0.274 7.387 -0.012
C -1.672 -0.006 6.429 -0.091
C -0.933 1.168 6.519 -0.101
C -1.175 2.142 7.514 -0.086
C -2.181 1.912 8.431 -0.027
H -3.253 -1.164 7.237 0.107
H -1.355 -0.695 5.660 0.102
H -0.207 1.404 5.756 0.093
H -0.574 3.027 7.656 0.101
H -2.564 2.683 9.083 0.109
F 1.092 9.737 -6.106 0.031
C 1.369 9.711 -4.755 -0.257
C 1.750 10.845 -4.092 -0.016
C 2.057 10.790 -2.722 -0.089
C 1.934 9.633 -2.056 -0.114
C 1.500 8.500 -2.722 -0.091
C 1.268 8.492 -4.071 -0.017
H 1.808 11.730 -4.708 0.116
H 2.450 11.653 -2.204 0.108
H 2.257 9.491 -1.035 0.107
H 1.429 7.525 -2.263 0.106
H 0.950 7.638 -4.652 0.117
F -3.266 5.772 -1.522 0.040
C -4.302 5.677 -2.392 -0.273
C -3.963 4.990 -3.551 -0.025
C -4.988 4.624 -4.373 -0.108
C -6.284 5.070 -4.204 -0.096
C -6.550 5.939 -3.142 -0.073
C -5.545 6.285 -2.178 0.004
H -3.007 4.541 -3.775 0.119
H -4.748 4.035 -5.245 0.106
H -7.100 4.853 -4.878 0.099
H -7.536 6.320 -2.921 0.096
H -5.700 6.785 -1.234 0.109
F -9.448 -2.048 2.350 0.063
C -8.520 -1.890 1.401 -0.284
C -7.248 -2.552 1.478 0.013
C -6.178 -2.149 0.615 -0.086
C -6.397 -1.130 -0.247 -0.119
C -7.639 -0.479 -0.304 -0.080
C -8.699 -0.849 0.517 -0.028
H -7.164 -3.310 2.242 0.102
H -5.218 -2.635 0.705 0.102
H -5.683 -0.651 -0.901 0.101
H -7.722 0.394 -0.933 0.101
H -9.645 -0.329 0.485 0.114
F 2.744 -2.020 2.087 0.043
C 2.199 -1.602 0.911 -0.266
C 1.906 -0.269 0.701 -0.012
C 1.113 0.159 -0.440 -0.067
C 0.613 -0.789 -1.306 -0.101
C 0.986 -2.137 -1.134 -0.091
C 1.696 -2.555 -0.020 -0.017
H 2.329 0.459 1.377 0.105
H 0.847 1.205 -0.474 0.097
H 0.041 -0.609 -2.204 0.100
H 0.832 -2.838 -1.941 0.101
H 1.916 -3.597 0.159 0.109
F 6.319 3.343 8.638 0.078
C 6.617 2.060 8.650 -0.288
C 5.898 1.201 7.791 -0.007
C 6.185 -0.172 7.793 -0.101
C 7.196 -0.652 8.552 -0.116
C 7.866 0.168 9.470 -0.083
C 7.598 1.539 9.543 -0.005
H 5.086 1.581 7.189 0.109
H 5.571 -0.789 7.153 0.105
H 7.482 -1.693 8.597 0.100
H 8.640 -0.207 10.124 0.100
H 8.099 2.244 10.190 0.108
F -5.048 -9.650 -6.587 0.093
C -3.826 -9.175 -6.571 -0.307
C -3.225 -8.652 -5.417 -0.016
C -1.924 -8.097 -5.447 -0.080
C -1.165 -8.096 -6.633 -0.095
C -1.744 -8.648 -7.785 -0.082
C -3.064 -9.172 -7.756 -0.011
H -3.708 -8.781 -4.459 0.107
H -1.477 -7.797 -4.511 0.096
H -0.148 -7.733 -6.659 0.094
H -1.210 -8.765 -8.717 0.096
H -3.435 -9.570 -8.689 0.105
C 4.164 1.125 -4.984 -0.072
C 2.867 1.491 -5.568 -0.287
N 1.842 1.796 -6.009 0.117
H 4.682 2.077 -4.870 0.083
H 4.626 0.427 -5.683 0.078
H 4.137 0.527 -4.073 0.080
```

Calculated values
* energy: -3779.09499 a.u.
* structure (SMILES): Fc1ccccc1.Fc1ccccc1.Fc1ccccc1.Fc1ccccc1.Fc1ccccc1.Fc1ccccc1.Fc1ccccc1.Fc1ccccc1.Fc1ccccc1.Fc1ccccc1.Fc1ccccc1.CC#N
* Kohn-Sham gap: 9.3 eV